# 1
21
Properties=species:S:1:pos:R:3 method="wB97M-V/def2-TZVPD" gap_ev=9.3 smiles="O=Cc1ccccc1-n1cccn1" charge=0
C 0.290 -2.086 0.496
C -0.716 -1.063 0.059
C -2.015 -1.437 -0.033
C -3.063 -0.593 -0.340
C -2.605 0.697 -0.496
C -1.275 1.215 -0.396
C -0.327 0.286 -0.105
C 1.603 1.049 0.927
C 2.963 1.225 0.625
C 3.016 0.860 -0.740
H 1.295 -1.785 0.601
H -2.356 -2.518 0.202
H -4.102 -0.790 -0.560
H -3.418 1.362 -0.693
H -0.925 2.236 -0.605
H 1.195 1.055 1.951
H 3.759 1.442 1.328
H 3.767 0.987 -1.521
N 1.004 0.586 -0.102
N 1.824 0.553 -1.191
O 0.085 -3.281 0.593

***

# 2
24
Properties=species:S:1:pos:R:3 method="wB97M-V/def2-TZVPD" gap_ev=9.7 charge=+1
C 2.148 -0.282 -0.008
C -0.341 0.788 0.081
C -0.191 -0.716 -0.052
C -0.254 1.409 1.433
C -0.826 1.516 -1.110
C -1.165 -1.341 1.028
C -0.292 -1.264 -1.489
N 1.882 0.842 -0.437
N 1.151 -1.149 0.399
H 3.133 -0.640 0.157
H -1.268 1.613 1.928
H 0.365 2.343 1.182
H 0.469 0.755 2.129
H -0.426 1.128 -2.061
H -0.871 2.562 -1.026
H -1.948 1.167 -1.070
H -2.238 -1.086 0.912
H -0.869 -0.914 2.067
H -1.131 -2.466 0.985
H -0.446 -2.379 -1.203
H 0.595 -1.060 -2.094
H -1.142 -0.872 -2.067
H 2.449 1.587 -1.007
H 1.214 -1.540 1.323

***

# 3
16
Properties=species:S:1:pos:R:3 method="wB97M-V/def2-TZVPD" gap_ev="7.1 / 7.0" charge=+1 spin_multiplicity=2
C -0.395 -1.055 2.007
C 0.757 -1.020 1.263
S 3.123 0.601 -0.441
C -1.779 -0.042 -0.842
N -0.880 0.486 -1.805
C 0.276 1.139 -1.174
O -2.922 0.184 -0.773
H -0.870 -0.173 2.377
H -0.356 -1.843 2.774
H 1.469 -1.849 1.346
H 1.330 -0.191 0.741
H -0.527 -1.266 0.117
H -1.257 1.158 -2.469
H 1.121 0.449 -0.931
H 0.817 1.736 -1.947
H 0.092 1.683 -0.243

***

# 4
204
Properties=species:S:1:pos:R:3 method="wB97M-V/def2-TZVPD" gap_ev=7.2 charge=0
Cu -1.338 3.826 0.998
C -0.193 0.477 0.447
O -1.058 1.364 1.017
H -0.229 -0.535 0.851
H -0.164 0.521 -0.642
H 0.847 0.631 0.735
C -0.433 0.017 -6.571
C -0.109 1.556 -6.573
C -1.354 2.256 -5.951
C -1.484 2.279 -4.333
C -0.136 2.652 -3.719
C 1.020 1.775 -4.158
N 1.060 1.897 -5.671
O 2.294 1.541 -6.264
C 2.313 2.492 -3.592
C 1.022 0.337 -3.491
C 0.023 2.026 -7.920
H -0.812 -0.361 -7.520
H -1.204 -0.290 -5.864
H 0.442 -0.611 -6.405
H -1.361 3.284 -6.315
H -2.220 1.697 -6.305
H -1.693 1.280 -3.950
H -2.249 2.972 -3.983
H -0.360 2.661 -2.652
H 0.106 3.670 -4.023
H 3.206 2.053 -4.036
H 2.361 3.530 -3.921
H 2.337 2.536 -2.503
H 0.142 -0.252 -3.750
H 1.922 -0.198 -3.791
H 1.182 0.350 -2.413
H 0.868 1.510 -8.376
H 0.354 3.065 -7.900
H -0.820 1.820 -8.579
H 2.278 0.582 -6.304
C -3.628 -4.284 -0.023
O -2.785 -5.441 0.175
C -2.808 -5.897 1.486
C -1.923 -7.145 1.631
N -0.545 -6.915 1.221
C 0.257 -6.055 2.032
C 1.431 -5.464 1.188
O 0.919 -4.746 0.027
C 0.668 -3.408 0.210
H -3.614 -4.064 -1.090
H -3.270 -3.360 0.432
H -4.685 -4.332 0.236
H -3.816 -6.187 1.783
H -2.413 -5.074 2.082
H -2.309 -7.990 1.060
H -1.772 -7.473 2.659
H -0.696 -6.422 0.353
H 0.693 -6.738 2.761
H -0.293 -5.260 2.536
H 1.911 -6.359 0.792
H 2.219 -4.945 1.734
H -0.087 -3.344 0.993
H 0.265 -2.943 -0.689
H 1.493 -2.818 0.609
C -7.252 2.016 0.279
O -6.520 3.245 0.296
C -5.977 3.686 1.525
C -4.597 4.404 1.356
N -3.580 3.462 0.899
C -3.580 3.219 -0.529
C -3.166 4.450 -1.402
O -1.698 4.573 -1.367
C -1.203 5.577 -2.214
H -7.856 2.112 -0.623
H -7.968 2.012 1.101
H -6.498 1.229 0.264
H -5.824 2.901 2.266
H -6.733 4.277 2.042
H -4.225 4.789 2.306
H -4.837 5.254 0.717
H -3.867 2.588 1.317
H -4.545 2.850 -0.876
H -2.938 2.370 -0.762
H -3.628 5.413 -1.184
H -3.448 4.293 -2.443
H -1.791 6.488 -2.103
H -1.293 5.350 -3.276
H -0.155 5.718 -1.951
C 3.912 -0.959 1.264
O 4.800 -1.669 0.329
C 4.762 -1.286 -1.038
C 5.264 0.205 -1.283
N 6.641 0.324 -1.698
C 7.581 -0.375 -0.816
C 7.496 0.176 0.637
O 8.105 1.433 0.731
C 8.042 1.820 2.073
H 4.019 -1.464 2.224
H 2.853 -1.077 1.037
H 4.123 0.087 1.485
H 3.742 -1.237 -1.417
H 5.340 -1.931 -1.699
H 5.068 0.701 -0.332
H 4.670 0.709 -2.045
H 6.802 1.311 -1.840
H 8.586 -0.276 -1.226
H 7.456 -1.450 -0.940
H 8.064 -0.571 1.192
H 6.462 0.104 0.975
H 8.506 1.083 2.728
H 7.002 1.826 2.399
H 8.547 2.776 2.208
C 3.386 -4.836 8.469
O 2.785 -5.441 7.381
C 1.587 -4.930 6.852
C 1.846 -3.605 6.041
N 2.227 -3.925 4.673
C 2.546 -2.760 3.888
C 1.322 -1.857 3.563
O 0.837 -1.187 4.707
C -0.398 -0.505 4.387
H 2.720 -4.345 9.179
H 4.030 -4.026 8.128
H 3.955 -5.573 9.036
H 0.909 -4.758 7.687
H 1.079 -5.666 6.229
H 2.581 -3.059 6.633
H 0.943 -2.996 6.093
H 2.903 -4.674 4.704
H 2.864 -3.129 2.913
H 3.440 -2.230 4.216
H 0.558 -2.511 3.144
H 1.593 -1.138 2.789
H -0.698 0.049 5.277
H -1.257 -1.142 4.179
H -0.263 0.375 3.758
C -5.447 1.560 7.061
O -4.377 1.257 6.188
C -4.672 1.351 4.812
C -3.419 0.953 3.986
N -3.585 0.729 2.506
C -4.271 -0.578 2.073
C -4.466 -0.812 0.523
O -5.592 -1.689 0.379
C -6.010 -1.974 -0.948
H -5.238 1.552 8.130
H -6.228 0.829 6.850
H -5.799 2.540 6.737
H -4.842 2.386 4.518
H -5.612 0.891 4.507
H -2.881 0.077 4.348
H -2.689 1.761 4.014
H -2.672 0.793 2.078
H -5.262 -0.562 2.526
H -3.723 -1.354 2.606
H -3.556 -1.141 0.020
H -4.688 0.168 0.100
H -6.182 -3.050 -0.958
H -5.222 -1.770 -1.672
H -6.867 -1.374 -1.255
C -1.614 -2.322 -2.563
O -2.085 -2.373 -3.877
C -1.758 -3.522 -4.607
C -0.318 -3.891 -4.728
N 0.450 -2.964 -5.544
C 1.774 -3.485 -5.719
C 2.490 -2.725 -6.855
O 3.099 -1.453 -6.538
C 4.364 -1.479 -5.986
H -0.543 -2.161 -2.684
H -1.699 -3.263 -2.019
H -1.919 -1.414 -2.043
H -2.281 -3.388 -5.555
H -2.182 -4.282 -3.951
H -0.267 -4.916 -5.095
H 0.160 -3.963 -3.751
H 0.487 -2.057 -5.102
H 1.772 -4.515 -6.076
H 2.355 -3.432 -4.799
H 1.761 -2.555 -7.647
H 3.215 -3.294 -7.438
H 4.475 -2.125 -5.115
H 4.687 -0.494 -5.651
H 5.015 -1.916 -6.744
C 4.725 3.728 0.741
O 3.649 3.980 1.637
C 2.703 2.968 1.778
C 1.573 3.425 2.756
N 0.791 4.433 2.078
C 0.132 5.422 3.013
C -0.708 6.526 2.353
O -1.860 6.066 1.690
C -2.567 7.236 1.262
H 5.226 2.764 0.826
H 5.412 4.564 0.874
H 4.296 3.852 -0.253
H 3.135 2.022 2.104
H 2.215 2.860 0.810
H 2.036 3.734 3.693
H 0.916 2.625 3.098
H 1.475 4.868 1.476
H 0.827 5.982 3.639
H -0.530 4.895 3.700
H -0.104 7.156 1.699
H -1.060 7.113 3.201
H -3.507 7.045 0.744
H -2.017 7.928 0.625
H -2.829 7.842 2.129

***

# 5
10
Properties=species:S:1:pos:R:3 method="wB97M-V/def2-TZVPD" gap_ev=8.0 charge=-1
O -2.354 0.991 0.780
H -2.249 1.810 0.395
N 0.035 -0.137 0.718
C 0.551 -0.701 -0.483
O 2.254 -0.579 -1.049
H -1.337 0.683 0.865
H 0.429 -0.633 1.538
H 0.620 -1.788 -0.649
H -0.045 -0.062 -1.215
H 2.094 0.414 -0.899

***

# 6
91
Properties=species:S:1:pos:R:3 method="wB97M-V/def2-TZVPD" gap_ev=6.6 charge=+1
W 0.658 -0.114 0.462
C 4.776 0.821 -4.775
C 4.911 2.081 -4.200
C 4.119 2.468 -3.121
C 3.226 1.539 -2.635
C 2.245 1.559 -1.532
N 1.930 0.231 -1.205
C 2.051 -0.430 -2.415
N 1.242 -1.296 -2.892
C 0.096 -1.593 -2.091
C -1.072 -2.014 -2.933
C -1.259 -3.115 -3.740
C -2.455 -3.194 -4.445
C -3.420 -2.189 -4.361
C -3.209 -1.067 -3.572
C -2.023 -1.007 -2.861
C -1.534 0.017 -1.924
N -2.186 1.207 -1.830
C -1.825 2.285 -1.211
N -0.754 2.598 -0.428
C -1.045 3.715 0.398
N -0.604 3.701 1.594
C -0.124 2.417 1.871
N 0.826 1.875 1.138
C 0.532 2.024 -0.218
N 1.520 2.507 -1.101
C -1.219 0.460 1.471
C -2.464 -0.189 1.407
C -3.501 0.190 2.229
C -3.346 1.206 3.189
C -2.170 1.905 3.247
C -1.129 1.536 2.378
C -2.164 4.419 -0.247
C -2.780 5.624 0.006
C -3.925 5.918 -0.730
C -4.446 5.010 -1.649
C -3.835 3.779 -1.871
C -2.680 3.508 -1.171
N -0.438 -0.411 -1.342
C 3.103 0.275 -3.196
C 3.853 -0.103 -4.287
H 5.401 0.554 -5.617
H 5.644 2.770 -4.597
H 4.210 3.451 -2.678
H -0.510 -3.893 -3.817
H -2.643 -4.053 -5.076
H -4.340 -2.287 -4.920
H -3.939 -0.272 -3.505
H -2.607 -1.012 0.715
H -4.451 -0.325 2.150
H -4.163 1.455 3.853
H -2.040 2.737 3.927
H -2.387 6.316 0.739
H -4.423 6.867 -0.583
H -5.342 5.268 -2.197
H -4.239 3.057 -2.567
H 3.739 -1.079 -4.739
Se 0.642 -2.758 -0.574
C 2.249 -3.670 -1.099
C 2.690 -3.890 -2.396
C 3.834 -4.657 -2.584
C 4.518 -5.190 -1.502
C 4.057 -4.969 -0.213
C 2.916 -4.211 -0.005
H 2.167 -3.479 -3.244
H 4.188 -4.837 -3.591
H 5.408 -5.784 -1.664
H 4.583 -5.386 0.636
H 2.560 -4.035 1.003
O -3.463 -0.990 7.926
C -2.196 -0.622 7.639
O -1.529 -0.071 8.463
C -1.693 -0.897 6.246
C -2.299 -1.788 5.368
C -1.761 -2.010 4.111
C -0.616 -1.324 3.717
S 0.144 -1.770 2.182
C 0.007 -0.445 4.603
C -0.531 -0.239 5.861
H -3.897 -1.366 7.154
H -3.183 -2.351 5.649
H -2.221 -2.721 3.437
H 0.915 0.060 4.308
H -0.056 0.426 6.570
F 2.472 0.123 2.766
C 2.661 -0.235 1.445
F 3.091 -1.538 1.453
C 3.939 0.552 1.045
F 4.481 0.062 -0.074
F 3.686 1.852 0.852
F 4.845 0.450 2.015

***

# 7
51
Properties=species:S:1:pos:R:3 method="wB97M-V/def2-TZVPD" gap_ev=6.2 charge=+2
Hf 0.129 0.049 -0.198
I 1.285 1.211 -2.703
Cl -2.116 -0.931 1.129
C -2.597 -3.529 -1.616
O -2.407 -2.769 -2.763
C -1.712 -1.675 -2.805
O -1.057 -1.146 -1.931
O -1.499 -1.226 -4.093
C -1.847 -1.939 -5.242
H -1.681 -4.063 -1.366
H -3.437 -4.200 -1.798
H -2.915 -2.879 -0.802
H -1.853 -1.164 -6.008
H -2.853 -2.350 -5.156
H -1.170 -2.714 -5.604
C 0.369 -2.659 3.857
O 0.770 -1.332 4.352
C 0.958 -0.307 3.454
O 0.750 -0.364 2.203
O 1.659 0.753 4.062
C 1.882 0.883 5.494
H -0.088 -3.157 4.712
H 1.295 -3.181 3.615
H -0.295 -2.713 2.994
H 2.081 -0.140 5.811
H 1.064 1.375 6.020
H 2.770 1.459 5.758
C 4.495 2.195 -0.332
O 4.684 1.192 0.554
C 3.640 0.287 0.737
O 2.518 0.290 0.206
O 3.972 -0.605 1.658
C 5.114 -0.527 2.483
H 3.555 2.704 -0.120
H 4.567 1.747 -1.323
H 5.314 2.914 -0.317
H 5.061 -1.423 3.100
H 5.252 0.400 3.040
H 6.052 -0.509 1.927
C -5.096 1.303 -2.437
O -3.872 0.913 -1.945
C -2.935 1.776 -1.506
O -1.788 1.368 -1.067
O -3.291 3.068 -1.785
C -2.321 4.118 -1.591
H -5.520 2.044 -1.759
H -5.629 0.420 -2.788
H -5.044 1.928 -3.328
H -2.788 5.093 -1.727
H -1.645 3.879 -2.412
H -1.780 4.132 -0.644

***

# 8
12
Properties=species:S:1:pos:R:3 method="wB97M-V/def2-TZVPD" gap_ev=10.3 smiles="NC(=O)N1CC1" charge=0
N 2.033 0.345 -0.183
C 1.086 -0.661 -0.162
O 1.356 -1.836 -0.330
N -0.169 -0.215 0.162
C -1.514 -0.616 0.238
C -1.105 0.845 0.225
H 1.728 1.295 -0.331
H 2.901 0.084 -0.626
H -1.998 -1.017 -0.653
H -1.838 -1.054 1.182
H -1.325 1.418 -0.679
H -1.155 1.412 1.155

***

# 9
18
Properties=species:S:1:pos:R:3 method="wB97M-V/def2-TZVPD" gap_ev="6.9 / 7.4" charge=0 spin_multiplicity=3
C -1.494 0.108 -1.523
C -1.409 1.348 -1.068
C 0.138 0.594 1.419
C -0.977 -1.133 -0.873
C 1.034 1.631 1.992
C 0.397 -1.039 -0.371
N 1.311 -2.019 -0.815
N 0.868 -0.073 0.515
O 2.252 1.530 2.044
O 0.416 2.618 2.606
Cl -2.108 2.756 -1.315
Cl -2.006 -1.497 0.614
Cl -1.047 -2.408 -2.134
H -2.075 -0.079 -2.318
H 1.010 -2.894 -1.082
H 2.229 -2.014 -0.436
H -0.467 2.658 2.222
H 1.927 -0.089 0.520

***

# 10
5
Properties=species:S:1:pos:R:3 method="wB97M-V/def2-TZVPD" gap_ev="7.4 / 4.3" charge=0 spin_multiplicity=3
C 0.001 -0.110 0.404
F 0.440 -0.239 -2.318
S -0.043 0.029 2.071
S -0.854 1.255 0.145
H 0.456 -0.935 -0.301

***

# 11
22
Properties=species:S:1:pos:R:3 method="wB97M-V/def2-TZVPD" gap_ev=7.1 charge=-1
C 1.822 1.557 2.887
C 0.339 1.576 2.494
O -0.433 0.802 3.113
O 0.036 2.352 1.552
H 2.415 2.113 2.164
H 2.179 0.519 2.887
H 1.973 1.871 3.922
C 0.963 -0.891 -0.394
C 0.456 -1.711 0.794
C -0.017 -0.779 -1.507
C -1.343 -0.479 -1.392
C -0.846 -1.017 -3.463
N 0.277 -1.139 -2.808
N -1.858 -0.573 -2.670
H 1.249 0.073 0.028
H 1.895 -1.323 -0.761
H -0.180 -2.565 0.533
H -1.894 -0.098 -0.551
H -0.949 -1.075 -4.539
H -2.830 -0.688 -2.896
H -0.137 -1.102 1.485
H 1.292 -2.096 1.384

***

# 12
11
Properties=species:S:1:pos:R:3 method="wB97M-V/def2-TZVPD" gap_ev=7.9 smiles="C=COC(=S)C=O" charge=0
C -2.450 -0.038 0.086
C -1.186 -0.423 -0.220
C 1.192 -0.242 0.037
C 2.176 0.912 -0.019
H -3.265 -0.768 -0.172
H -2.392 0.812 0.769
H -1.072 -1.461 -0.620
H 3.384 0.655 -0.242
O -0.116 0.238 0.272
O 1.809 2.059 0.005
S 1.920 -1.745 0.105

***

# 13
5
Properties=species:S:1:pos:R:3 method="wB97M-V/def2-TZVPD" gap_ev="8.2 / 7.2" charge=0
F -2.201 -1.283 1.669
P -2.197 -1.102 0.077
S -2.675 -2.795 -0.608
I -3.650 0.928 0.054
H 0.187 -0.526 -1.270